Below is a molecular structure, C21H26CoN6O2S5 in a non-equilibrium geometry, with properties calculated with ωB97M-V/def2-TZVPD.

Last column: Löwdin charge in e.
Geometry (Å):
C (-3.74120, 0.68296, -2.98739)  -0.061
C (-2.15005, 0.39376, 2.54449)  -0.083
C (3.50899, -2.58806, 1.17261)  -0.477
N (-1.49124, -0.04665, 1.47444)  0.056
C (2.18147, -3.29320, 1.46759)  -0.465
N (0.96113, 0.10962, 2.41113)  -0.112
H (4.95265, 0.35116, -0.29343)  0.082
N (-3.41354, 0.24230, 0.12203)  0.169
H (-5.22646, 2.00516, -3.77258)  0.116
C (1.01111, 1.42856, 2.28280)  -0.797
H (2.30044, 2.35187, 6.36077)  0.086
C (-1.93310, 2.04383, -4.61168)  -0.022
H (-1.23626, 2.57430, -5.25337)  0.114
H (-3.10963, 3.90664, -6.03230)  0.098
C (-4.06340, 0.64939, 1.20900)  -0.074
N (-1.26733, -0.51022, -0.66754)  -0.156
C (4.19760, -0.40498, -0.49722)  -0.490
S (0.76220, 1.88222, 0.62376)  0.805
S (0.64893, -2.77346, 0.66169)  0.964
H (1.13151, -1.49302, 3.71194)  0.118
H (-4.01945, 1.09858, 3.33081)  0.110
O (-2.96318, -1.93084, -1.85809)  -0.259
O (-0.70403, -1.59309, -2.80082)  -0.376
S (-1.85817, -1.06029, -2.11414)  0.619
C (-2.39687, 0.32228, -3.00795)  -0.310
H (1.59031, -0.01596, 5.68061)  0.122
H (3.02353, 1.21138, -1.34977)  0.064
H (1.94862, -3.25271, 2.53163)  0.064
S (3.43573, -0.78184, 1.08785)  0.914
C (1.94834, -2.32556, -1.79529)  -0.418
H (2.96611, -2.46354, -1.45098)  0.056
H (3.94793, -2.95707, 0.24812)  0.069
H (1.89478, -2.57290, -2.85631)  0.104
C (-3.47473, 0.74859, 2.46600)  -0.029
C (3.22096, 0.15405, -1.53069)  -0.479
C (-4.17885, 1.72074, -3.77931)  -0.019
N (1.21600, 2.29471, 3.25934)  0.146
C (1.41144, 0.40098, 4.69875)  0.005
Co (0.39934, -0.38333, 0.47278)  0.119
C (-1.49253, 1.00250, -3.82333)  -0.056
C (-2.14059, -0.09582, 0.30558)  -0.457
H (4.72120, -1.28949, -0.85758)  0.079
H (2.27778, -4.34602, 1.20288)  0.090
H (3.66160, 0.06417, -2.52613)  0.094
C (1.62536, 2.75577, 5.60613)  -0.015
H (4.20254, -2.82819, 1.97655)  0.080
H (-4.42681, 0.14176, -2.34897)  0.108
N (-3.73500, 3.42327, -5.41930)  0.122
H (-5.10551, 0.92045, 1.06515)  0.123
C (1.16801, -0.41261, 3.62146)  -0.106
H (1.26180, -4.25112, -1.09406)  0.104
C (-3.28792, 2.41074, -4.61277)  -0.306
H (-4.70313, 3.67650, -5.43986)  0.099
H (2.01022, 3.69787, 5.22280)  0.088
H (0.66516, 2.95616, 6.09128)  0.096
C (1.41852, 1.78574, 4.48112)  -0.289
H (-0.45053, 0.70039, -3.84230)  0.102
H (-1.59725, 0.44202, 3.47944)  0.121
H (-0.02440, -3.11853, -1.52402)  0.053
S (1.56909, -0.55650, -1.66446)  0.957
C (0.95075, -3.20545, -1.05891)  -0.457

The value obtained for the largest force on an atom is 0.026 Eh/bohr. As for the LUMO energy (spin up / spin down): -4.281 / -3.969 eV. Its charge is +1. As for the HOMO energy (spin up / spin down): -10.09 / -10.09 eV.

Below is a molecular structure, C21H26CuF5GeIN2O4STe in a non-equilibrium geometry, with properties calculated with ωB97M-V/def2-TZVPD.

Last column: Löwdin charge in e.
Geometry (Å):
F (0.26349, 4.32882, 2.29276)  0.060
H (-0.45508, -3.54451, 0.01589)  0.015
H (-0.78674, -3.75469, 6.70759)  0.069
C (-0.45816, -2.44084, -3.92146)  -0.240
H (-0.17249, -4.51579, -1.45175)  0.007
C (-1.90434, 6.86863, 0.99005)  -0.178
H (-2.09332, -1.04608, 4.98848)  0.101
C (-1.20574, 6.05581, 1.85606)  -0.168
C (-1.74240, 6.66344, -0.36228)  -0.170
Ge (-1.00868, -2.15171, -2.05959)  0.716
H (-1.32995, 0.72214, 2.02405)  0.057
H (2.02768, -2.97261, 1.25748)  0.004
I (1.26297, 0.91951, -7.08813)  0.708
C (-0.79010, -0.44764, -1.19021)  -0.382
H (3.84171, 0.18390, -4.66315)  0.108
C (-2.90709, -2.72152, -2.04669)  -0.249
O (0.99063, 0.11566, -3.42939)  -0.029
H (3.20871, -0.89323, -3.50197)  0.116
O (3.27008, 2.16109, -2.64849)  -0.048
H (0.85856, 2.20915, -4.80490)  0.061
H (1.00013, -3.27307, -0.94510)  0.006
F (-1.35067, 6.24392, 3.18409)  0.077
C (-1.15826, 0.60300, 3.09529)  -0.110
H (-0.77849, -1.62236, -4.57025)  0.009
H (-2.32819, -2.96516, 6.36137)  0.063
C (1.71537, 1.61948, -5.10275)  -0.521
Te (1.60291, -0.10266, 1.43887)  1.004
H (0.62911, -2.52539, -3.99679)  0.006
H (-3.51303, -2.07122, -2.68674)  0.004
O (3.04034, 0.55583, -1.18921)  -0.240
C (-0.16634, 4.80874, 0.00524)  -0.651
H (0.45258, -4.38897, 4.25495)  0.108
Cu (1.06785, 0.16603, -1.21840)  0.144
H (-1.34703, 0.35231, -1.69779)  -0.003
C (-0.37195, 5.06571, 1.37545)  -0.264
C (1.89213, 0.43189, -4.17924)  -0.677
H (-1.92341, -4.50293, 5.58944)  0.069
H (2.60571, 2.22126, -5.22104)  0.039
H (2.81304, -3.38640, 2.76751)  0.076
H (-0.91160, -3.37358, -4.27030)  0.007
O (4.97595, 1.44916, -1.52989)  0.000
C (-0.66177, -0.78883, 3.41231)  -0.321
N (3.77084, 1.44446, -1.76625)  -0.542
C (-0.87446, -2.79292, 4.77598)  -0.298
C (1.85876, -3.42325, 2.23218)  -0.116
F (-0.81043, 5.55304, -2.16181)  0.046
H (1.57839, -4.47353, 2.10733)  0.069
H (-3.00923, -3.75262, -2.40751)  0.000
S (0.88179, 3.57788, -0.58395)  0.540
C (0.78323, -2.68583, 2.99277)  -0.326
C (0.41507, -1.35613, 2.70294)  -0.510
C (-0.06532, -3.51980, -1.00630)  -0.230
C (-1.27833, -1.50971, 4.43765)  -0.040
H (-1.20748, -0.58613, -0.19023)  -0.036
C (-1.51470, -3.54343, 5.91934)  -0.075
H (-2.08759, 0.81307, 3.63315)  0.066
H (-3.30885, -2.66787, -1.02982)  0.006
F (-2.41625, 7.45228, -1.22718)  0.072
H (-0.41666, 1.35920, 3.36230)  0.059
N (3.03375, -0.28056, -4.28490)  0.179
F (-2.72607, 7.83462, 1.45247)  0.068
C (0.14343, -3.36939, 4.02849)  -0.048
C (-0.90397, 5.67031, -0.82801)  -0.267

Its expectation value of S² is 0.7620. The value obtained for the largest force on an atom is 0.025 Eh/bohr. The spin multiplicity is 2. As for the LUMO energy (spin up / spin down): 3.398 / 3.397 eV. Its charge is -2. As for the HOMO energy (spin up / spin down): -1.37 / -1.33 eV.

Below is a molecular structure, C21H26F5LaN7O6S4, with properties calculated with ωB97M-V/def2-TZVPD.

Last column: Löwdin charge in e.
Geometry (Å):
C (-0.91446, -3.13658, -1.85381)  -0.202
H (-0.86830, 4.45481, 0.11784)  0.087
N (1.75911, -0.08749, 2.17629)  0.086
O (-0.99427, 2.03985, -1.52382)  -0.281
C (-1.12648, 2.54079, -3.85836)  -0.142
O (-1.03626, -1.70892, -2.02226)  -0.334
N (1.29502, 3.97373, -1.13253)  0.179
S (-1.04028, -2.24996, 1.67048)  -0.091
H (4.05483, -3.82495, -0.79870)  0.085
La (-0.20762, 0.06900, -0.14341)  1.765
C (3.22363, -3.75801, -0.09610)  0.015
C (2.76430, -2.33083, 0.06656)  -0.515
C (-1.71766, -2.54365, -4.06023)  -0.148
S (-3.74275, -1.75070, -0.16913)  -0.152
S (-3.13563, -2.46180, 1.64352)  -0.139
H (-0.50409, -4.29760, -3.65253)  0.104
H (4.78616, 1.26493, 2.68120)  0.107
H (0.66976, 4.60422, -1.61299)  0.098
O (2.98577, -0.86623, -3.42451)  0.017
C (-1.33293, -3.75254, -3.19852)  -0.143
C (1.93780, 0.73400, 4.41481)  -0.050
H (0.23528, -0.24436, 3.52679)  0.067
H (-1.89948, -0.63885, 2.99940)  -0.070
H (-3.38048, -0.01775, 3.54641)  0.088
H (2.89070, 0.38026, -0.19417)  0.074
H (-4.08477, 1.95060, 2.71009)  0.097
H (-0.61394, 3.29973, 1.33185)  0.071
F (-0.20738, 1.62438, -4.21556)  0.088
H (0.11697, -3.36681, -1.58073)  0.099
C (1.24440, 0.11035, 3.38691)  -0.125
H (3.54927, -4.15651, 0.86654)  0.086
C (3.22460, 1.17290, 4.16835)  -0.068
C (-2.98743, 4.49425, -3.27883)  -0.155
H (4.65315, -1.82892, 0.54351)  0.136
H (-2.78440, -2.33360, -3.97880)  0.115
C (3.01482, 0.31049, 1.95511)  -0.271
N (3.73749, -1.44267, 0.38777)  0.090
C (0.79665, 3.33996, -0.02974)  -0.668
F (-3.17269, 5.01614, -5.58993)  0.085
S (-3.17165, 0.24140, -0.26718)  -0.079
C (-1.48114, 2.70367, -2.50967)  -0.333
C (3.55073, -0.01187, 0.58301)  -0.115
H (-2.16304, -4.44746, -3.07546)  0.105
H (2.38529, -4.34552, -0.45556)  0.082
O (-1.11930, 1.42490, 1.97501)  -0.181
H (1.74617, 3.30946, -1.74859)  0.110
C (-0.92535, -1.42308, -3.41604)  -0.199
N (-3.13627, 2.26329, 2.56059)  0.158
H (-1.46829, -2.67822, -5.11346)  0.109
F (-3.88103, 5.45265, -2.97394)  0.096
H (-1.33795, -0.43002, -3.57089)  0.115
H (0.12101, -1.42228, -3.73296)  0.112
H (-3.07014, 2.77512, 1.68828)  0.088
N (1.42659, 0.09227, -1.90181)  -0.081
C (-2.42501, 3.72906, -2.27736)  -0.140
O (1.30102, 2.27340, 0.35113)  -0.098
C (-1.69419, 3.30152, -4.86901)  -0.149
F (-2.79901, 3.99844, -1.00100)  0.060
N (-2.40884, 0.18307, 3.36344)  0.136
C (3.77865, 0.94801, 2.91684)  -0.025
H (-1.56241, -3.39664, -1.01976)  0.064
F (-1.31929, 3.08350, -6.14380)  0.097
C (-2.18591, 1.27579, 2.59078)  -0.710
H (1.45775, 0.87844, 5.37231)  0.103
C (-2.62862, 4.28199, -4.59811)  -0.163
O (1.59406, -2.03007, -0.09041)  -0.099
N (-0.19273, 3.95049, 0.67387)  0.185
C (2.19159, -0.37968, -2.67538)  -0.559
H (3.79313, 1.67975, 4.93836)  0.103
H (4.52392, 0.46029, 0.43949)  0.127

The value obtained for the largest force on an atom is 0.018 Eh/bohr. As for the LUMO energy: 2.197 eV. Its charge is -1. As for the HOMO energy: -3.95 eV.

Below is a molecular structure, C21H26HfN7O7P2S2 in a non-equilibrium geometry, with properties calculated with ωB97M-V/def2-TZVPD.

Last column: Löwdin charge in e.
Geometry (Å):
P (-0.27827, -0.52788, 4.23206)  0.522
H (5.51751, -1.57280, -3.80813)  0.124
H (-1.38513, -0.63132, -4.04651)  0.145
O (-0.71977, -1.97201, 3.87495)  -0.055
C (-0.07100, 1.29943, -1.85535)  -0.308
H (-2.05513, -3.62458, -0.13819)  0.110
C (2.39333, -1.33996, 4.45891)  -0.037
O (-1.06095, 0.37565, 3.31122)  -0.340
C (4.48572, -1.62861, -4.12541)  0.011
H (-0.53839, -2.68066, 4.50041)  0.132
C (3.65115, -0.52477, -3.97193)  -0.236
C (-1.93953, -3.21841, 0.87117)  -0.054
N (3.92151, 0.71821, -3.47316)  0.095
H (-2.20393, -1.07203, -1.43221)  0.105
H (2.15215, -2.29294, 3.95585)  0.110
N (-2.54448, 1.84883, 1.26275)  -0.084
H (0.70901, 2.41633, -4.25346)  0.153
H (-0.93106, -2.83481, 0.98522)  0.064
C (-5.00828, -0.96833, 1.56826)  -0.250
H (-1.20521, 4.27816, 0.11901)  0.098
C (-4.73874, 2.24781, 1.69110)  -0.259
C (-2.55235, 3.17638, 1.33990)  -0.596
O (1.74713, 1.07112, 4.50856)  -0.029
C (1.53917, -0.20299, 3.89944)  -0.552
H (-2.07171, -4.05731, 1.55797)  0.106
H (0.73107, -1.72249, -5.37112)  0.105
C (0.60732, 1.32671, -4.27125)  -0.037
C (-3.80433, 1.30868, 1.45003)  -0.299
O (-0.49963, -0.51631, 5.76490)  -0.007
P (1.73611, -0.02789, 2.03650)  0.492
H (0.08161, 1.02894, -5.18334)  0.159
N (-2.76207, -0.88821, 1.18774)  -0.074
C (-2.96398, -2.19681, 1.12549)  -0.620
N (-0.82033, 0.53980, -1.03620)  -0.066
Hf (-0.87456, 0.38930, 1.13571)  1.848
C (-1.10524, -0.15152, -3.11838)  -0.003
C (-3.93246, -0.17088, 1.42309)  -0.292
H (2.22171, -1.42866, 5.53001)  0.103
C (1.74662, -1.68822, -4.99501)  -0.008
H (-0.43697, 3.61318, 1.58232)  0.089
O (0.71675, -1.04681, 1.45466)  -0.389
H (-1.52626, 5.01012, 1.65856)  0.096
H (3.64322, 0.25076, 0.89454)  0.143
H (-6.01358, -0.67301, 1.73591)  0.095
H (1.77037, 2.33989, -1.72647)  0.085
H (0.37472, 3.35230, -2.00678)  0.112
S (-4.07083, 3.83140, 1.66428)  1.241
C (0.71976, 2.47835, -1.45738)  0.020
O (1.02444, 1.25687, 1.56083)  -0.371
N (1.88546, 0.72624, -4.22258)  -0.060
C (-1.36609, 4.05359, 1.17687)  -0.047
C (2.60160, -2.78105, -5.15322)  -0.047
C (3.94985, -2.75328, -4.74196)  -0.046
O (3.24343, -0.13733, 1.68773)  -0.011
C (-1.50516, -0.36821, -1.85740)  -0.081
H (4.58630, -3.61384, -4.90258)  0.117
H (-5.78614, 2.10650, 1.87438)  0.103
H (3.45122, -1.12889, 4.30362)  0.106
C (2.31640, -0.55992, -4.40565)  -0.171
S (-4.58251, -2.63530, 1.39571)  1.225
H (2.23271, -3.66741, -5.62135)  0.108
N (-0.19417, 0.88769, -3.11131)  0.039
H (0.63625, 2.71751, -0.40364)  0.046
H (2.45646, 1.01604, 5.17431)  0.135
N (2.88126, 1.45328, -3.60824)  0.051
H (-0.18307, 0.18642, 6.34421)  0.138

The value obtained for the largest force on an atom is 0.024 Eh/bohr. As for the LUMO energy: -9.130 eV. Its charge is +3. As for the HOMO energy: -15.24 eV.